No. 1
47
Properties=species:S:1:pos:R:3 method="wB97M-V/def2-TZVPD" total_energy_ha=-1862.5817 total_charge=+3 gap_ha="0.107 / 0.153" relative_energy_kcal_mol=24.45
Sn 0.58 0.13 -0.66
N 3.37 0.86 2.90
C 2.56 0.42 1.99
S 2.87 0.61 0.34
N 1.45 -0.23 2.56
N 0.53 -0.66 1.73
C -0.36 -1.43 2.34
C -1.59 -1.73 1.70
C -2.66 -2.32 2.28
C -3.96 -2.36 1.56
C -4.39 -2.02 -0.58
C -3.12 -1.34 -1.18
N -1.78 -1.19 0.39
H 4.24 1.33 2.66
H 3.18 0.69 3.89
H -0.17 -1.74 3.36
H -2.59 -2.70 3.30
H -4.77 -2.58 2.26
H -5.25 -2.05 -1.24
H -3.12 -1.00 -2.21
O -1.29 8.11 -0.15
C -0.40 7.14 0.05
O 0.75 7.40 0.25
C -0.81 5.68 0.02
C 0.20 4.75 0.19
C -0.09 3.40 0.18
C -1.40 2.96 0.01
C -2.42 3.89 -0.16
C -2.13 5.24 -0.15
N -1.62 1.54 0.01
C -2.79 1.05 0.12
C -3.00 -0.43 0.07
C -4.27 -1.12 0.66
C -4.09 -3.29 0.26
C -2.88 -4.07 -0.14
C -1.80 -3.45 -0.59
N -1.90 -2.02 -0.71
H -2.19 7.79 -0.31
H 1.22 5.10 0.33
H 0.72 2.70 0.34
H -3.45 3.59 -0.33
H -2.94 5.94 -0.29
H -3.67 1.66 0.30
H -5.06 -0.45 0.99
H -4.96 -3.93 0.35
H -2.88 -5.15 -0.05
H -0.88 -3.91 -0.91



No. 2
101
Properties=species:S:1:pos:R:3 method="wB97M-V/def2-TZVPD" total_energy_ha=-5787.6501 total_charge=-1 gap_ha=0.377
O -1.15 -3.02 -2.14
C -0.46 -2.11 -1.82
O -0.82 -0.96 -1.31
B 0.37 -0.15 -0.97
O 1.51 -1.04 -1.24
C 1.08 -2.19 -1.74
O 1.77 -3.05 -2.17
O 0.30 0.29 0.44
C 0.16 1.60 0.50
O -0.02 2.24 1.48
C 0.31 2.14 -0.94
O 0.44 1.09 -1.73
O 0.30 3.27 -1.30
Cl 4.69 -6.61 -3.35
C 3.60 -5.20 -3.22
C 3.48 -4.46 -4.53
Cl 2.46 -5.36 -5.71
H 4.05 -4.49 -2.52
H 2.65 -5.57 -2.87
H 4.44 -4.21 -4.97
H 2.89 -3.56 -4.33
Cl 1.82 5.53 -3.57
C 2.18 3.78 -3.71
C 1.02 2.99 -4.26
Cl 0.96 3.14 -6.05
H 2.43 3.45 -2.70
H 3.09 3.73 -4.31
H 0.10 3.38 -3.86
H 1.14 1.95 -4.01
Cl 0.98 -7.19 -0.51
C -0.25 -5.99 -1.08
C -1.04 -5.47 0.10
Cl -0.06 -4.54 1.23
H -0.85 -6.56 -1.77
H 0.31 -5.23 -1.62
H -1.49 -6.34 0.58
H -1.83 -4.82 -0.27
C 0.36 -0.97 3.59
N 1.21 -2.15 3.87
O 2.19 -2.31 3.18
O 0.89 -2.86 4.80
H -0.63 -1.21 3.98
H 0.36 -0.85 2.52
H 0.75 -0.07 4.05
C 3.65 -3.13 0.54
N 3.87 -4.56 0.88
O 3.85 -4.85 2.06
O 4.02 -5.36 -0.03
H 3.72 -3.00 -0.54
H 4.37 -2.52 1.08
H 2.65 -2.85 0.83
C -0.95 2.27 4.86
N -2.08 1.33 5.03
O -1.90 0.39 5.77
O -3.14 1.61 4.50
H -0.30 1.86 4.09
H -0.42 2.35 5.80
H -1.31 3.25 4.56
C 0.08 6.25 0.79
N 1.10 7.22 0.34
O 1.16 7.46 -0.84
O 1.74 7.78 1.20
H -0.60 5.93 0.02
H -0.46 6.74 1.60
H 0.57 5.38 1.22
C -3.10 5.19 -2.21
O -2.77 5.60 -0.89
C -3.70 6.20 -0.17
O -4.83 6.43 -0.51
O -3.17 6.45 1.02
C -3.96 7.24 1.89
H -4.10 4.75 -2.22
H -2.38 4.42 -2.45
H -3.04 6.01 -2.93
H -3.61 7.10 2.91
H -5.01 6.94 1.85
H -3.83 8.30 1.65
C 4.02 0.90 -0.49
O 3.87 0.25 0.76
C 3.63 1.06 1.79
O 3.62 2.25 1.75
O 3.38 0.30 2.85
C 3.35 0.96 4.12
H 4.72 1.73 -0.42
H 3.07 1.29 -0.86
H 4.36 0.15 -1.19
H 4.37 1.03 4.50
H 2.75 0.31 4.74
H 2.91 1.95 4.03
C -4.34 -2.59 -1.24
O -5.22 -2.74 -0.12
C -5.83 -3.90 0.09
O -6.47 -4.12 1.08
O -5.64 -4.75 -0.92
C -6.37 -5.97 -0.85
H -4.91 -2.70 -2.16
H -3.53 -3.31 -1.23
H -3.96 -1.57 -1.17
H -6.30 -6.40 0.15
H -5.90 -6.66 -1.54
H -7.41 -5.76 -1.10